1.
Formula: C4H8N4O3S
Source: OMol25
Level of theory: ωB97M-V/def2-TZVPD

```
20
Properties=species:S:1:pos:R:3:mulliken_charge:R:1
C 1.152 0.203 -1.738 -1.244
C 0.018 -0.548 -1.056 0.291
N 0.546 -1.612 -0.269 -0.391
N 0.366 -1.648 0.925 -0.314
C -0.380 -0.652 1.677 0.744
N 0.127 -0.687 3.033 -0.594
N -0.223 0.613 1.017 -0.607
C -0.884 0.506 -0.263 -0.479
S -2.437 -0.155 0.202 1.112
O -3.306 0.725 0.879 -0.593
O -2.965 -1.160 -0.721 -0.621
O -1.789 -1.039 1.493 -0.475
H 0.530 0.945 -2.334 0.297
H 1.758 -0.291 -2.507 0.355
H 1.701 0.514 -0.947 0.396
H -0.611 -1.154 -1.775 0.452
H 0.792 -1.532 3.189 0.296
H -0.574 -0.687 3.813 0.296
H -0.861 1.246 1.631 0.334
H -1.034 1.392 -0.756 0.746
```

Computed properties:
* energy above the lowest of the compared OMol25 structures with the same formula, charge and spin: 173.1 kJ/mol
* total charge: 0
* total energy: -27212.6302 eV
* SMILES: C[C@H]1N=N[C@@]2(N)N[C@@H]1S(=O)(=O)O2



2.
Formula: C4H8N4S
Source: OMol25
Level of theory: ωB97M-V/def2-TZVPD

```
17
Properties=species:S:1:pos:R:3:mulliken_charge:R:1
C 2.172 -1.767 -0.087 -1.207
C 0.757 -1.886 0.071 -0.346
N 0.152 -0.573 -0.176 0.438
N 0.057 -0.099 -1.315 -0.390
N -0.529 0.999 -1.385 -0.545
N -1.069 1.339 -0.138 0.506
C -1.827 2.573 -0.073 -0.831
C -0.917 0.486 0.837 0.194
S -1.413 0.434 2.329 -0.394
H 2.748 -2.610 0.114 0.425
H 2.577 -1.615 -1.154 0.294
H 2.561 -0.977 0.519 0.324
H 0.280 -2.604 -0.545 0.312
H 0.557 -2.200 1.037 0.319
H -1.692 3.071 0.938 0.264
H -1.530 3.159 -0.940 0.317
H -2.883 2.270 -0.030 0.321
```

Computed properties:
* energy above the lowest of the compared OMol25 structures with the same formula, charge and spin: 96.5 kJ/mol
* total charge: 0
* total energy: -21070.1152 eV
* SMILES: CCn1nnn(C)c1=S



3.
Formula: C4H8NO
Source: OMol25
Level of theory: ωB97M-V/def2-TZVPD

```
14
Properties=species:S:1:pos:R:3:mulliken_charge:R:1
C -1.459 -1.335 -0.531 -0.240
C 0.813 -0.358 -1.007 -0.149
C 0.166 -0.111 -2.133 -0.203
C 0.369 0.919 1.785 -0.426
N -0.540 -0.728 -1.162 0.030
O 0.637 1.188 0.397 -0.449
H -2.384 -1.664 -0.918 0.320
H -1.093 -1.819 0.371 0.230
H 1.622 -0.787 -0.473 0.417
H 1.192 1.935 0.271 0.302
H -0.160 0.247 -3.015 0.478
H -0.242 1.773 2.222 0.247
H 1.315 0.767 2.341 0.282
H -0.236 -0.027 1.853 0.161
```

Computed properties:
* energy above the lowest of the compared OMol25 structures with the same formula, charge and spin: 457.4 kJ/mol
* total charge: +1
* total energy: -7803.3623 eV



4.
Formula: C4H8NO
Source: OMol25
Level of theory: ωB97M-V/def2-TZVPD

```
14
Properties=species:S:1:pos:R:3:mulliken_charge:R:1
C 0.278 0.798 0.139 0.559
C 0.205 1.959 0.794 -0.903
C 0.384 -0.614 0.759 -0.843
C -0.641 -1.426 -0.019 0.282
N 0.073 0.666 -1.223 -0.464
O -0.297 -2.443 -0.647 -0.253
H 0.136 2.911 0.242 0.272
H 0.206 1.787 1.867 0.266
H 1.312 -1.082 0.824 0.369
H 0.205 -0.783 1.788 0.489
H -1.603 -0.817 -0.099 0.351
H -0.289 1.485 -1.662 0.235
H 0.944 0.466 -1.602 0.237
H -0.914 -2.908 -1.160 0.404
```

Computed properties:
* energy above the lowest of the compared OMol25 structures with the same formula, charge and spin: 226.5 kJ/mol
* total charge: +1
* total energy: -7805.7551 eV



5.
Formula: C4H8NO
Source: OMol25
Level of theory: ωB97M-V/def2-TZVPD

```
14
Properties=species:S:1:pos:R:3:mulliken_charge:R:1
C 1.509 -1.457 -0.059 -0.639
C 0.892 -0.210 0.147 0.777
C 1.765 0.977 0.557 -1.093
C -2.739 0.180 -0.449 -0.556
N -1.451 -0.435 -0.625 -0.198
O -0.441 0.042 -0.016 0.197
H 2.567 -1.586 0.339 0.254
H 1.010 -2.257 -0.586 0.326
H 2.714 0.582 0.991 0.356
H 1.280 1.678 1.288 0.331
H 2.080 1.526 -0.355 0.298
H -2.622 1.237 -0.460 0.341
H -3.228 -0.098 0.547 0.315
H -3.337 -0.178 -1.320 0.290
```

Computed properties:
* energy above the lowest of the compared OMol25 structures with the same formula, charge and spin: 511.7 kJ/mol
* total charge: +1
* total energy: -7802.7990 eV



6.
Formula: C4H8NO
Source: OMol25
Level of theory: ωB97M-V/def2-TZVPD

```
14
Properties=species:S:1:pos:R:3:mulliken_charge:R:1
C -1.059 -0.582 0.473 -0.596
C 1.348 -0.370 0.343 -0.492
C -0.898 1.351 -0.664 -0.368
C 1.201 0.300 -0.995 -0.012
N 0.080 -1.142 0.240 -0.129
O 0.143 1.014 -1.289 -0.207
H -1.216 -0.050 1.345 0.451
H -1.869 -0.868 -0.204 0.380
H 2.095 -1.042 0.256 0.341
H 1.416 0.345 1.293 0.271
H -1.735 1.758 -1.194 0.328
H -0.648 1.784 0.325 0.325
H 1.849 -0.102 -1.727 0.402
H 0.296 -1.767 -0.501 0.304
```

Computed properties:
* energy above the lowest of the compared OMol25 structures with the same formula, charge and spin: 409.4 kJ/mol
* total charge: +1
* total energy: -7803.8598 eV